Record 1
{"formula": "C39H34ClN3SScSi2", "method": "wB97M-V/def2-TZVPD", "total_energy_ha": -3868.833684, "homo_ev": -9.45, "fmax_ev_per_a": 3.0, "multiplicity": 1, "orbital_gap_ha": 0.2121, "de_lowest_kcal_mol": 0.0, "charge": 1, "species": ["C", "C", "C", "H", "C", "C", "H", "H", "H", "H", "Sc", "Si", "C", "C", "H", "C", "H", "C", "H", "C", "H", "C", "H", "C", "C", "H", "C", "H", "C", "H", "C", "H", "C", "H", "H", "Si", "C", "C", "H", "C", "H", "C", "H", "C", "H", "C", "H", "C", "C", "H", "C", "H", "C", "H", "C", "H", "C", "H", "H", "Cl", "N", "C", "C", "C", "C", "C", "C", "N", "C", "C", "C", "S", "C", "N", "H", "H", "H", "H", "H", "H", "H"], "coordinates": [[-1.816, -1.074, 4.485], [-2.371, -0.627, 3.245], [-2.090, -1.626, 2.263], [-2.959, 0.279, 3.086], [-1.346, -2.677, 2.889], [-1.190, -2.341, 4.268], [-0.749, -2.982, 5.034], [-1.953, -0.586, 5.449], [-2.449, -1.632, 1.238], [-1.031, -3.607, 2.413], [-0.003, -0.675, 2.934], [-0.561, -0.211, -3.768], [-0.244, 1.159, -5.042], [1.023, 1.345, -5.625], [1.794, 0.576, -5.518], [1.320, 2.537, -6.301], [2.322, 2.699, -6.704], [0.339, 3.524, -6.457], [0.579, 4.469, -6.951], [-0.956, 3.289, -5.979], [-1.737, 4.039, -6.128], [-1.252, 2.106, -5.294], [-2.262, 1.928, -4.916], [0.124, -1.732, -4.593], [-0.278, -1.997, -5.916], [-1.020, -1.355, -6.401], [0.289, -3.060, -6.626], [-0.012, -3.240, -7.657], [1.241, -3.885, -6.019], [1.691, -4.709, -6.577], [1.603, -3.654, -4.689], [2.327, -4.307, -4.200], [1.054, -2.584, -3.978], [1.355, -2.397, -2.943], [-2.024, -0.337, -3.729], [0.665, 0.948, -1.785], [0.070, -0.690, -1.057], [-1.270, -1.140, -1.167], [-2.077, -0.449, -1.431], [-1.588, -2.491, -0.996], [-2.617, -2.818, -1.159], [-0.608, -3.408, -0.621], [-0.863, -4.462, -0.489], [0.697, -2.954, -0.386], [1.468, -3.670, -0.092], [1.015, -1.604, -0.534], [2.021, -1.251, -0.286], [-0.643, 2.273, -1.566], [-1.849, 2.090, -0.861], [-2.006, 1.184, -0.276], [-2.843, 3.073, -0.880], [-3.798, 2.873, -0.390], [-2.605, 4.302, -1.501], [-3.356, 5.092, -1.455], [-1.390, 4.516, -2.163], [-1.194, 5.475, -2.648], [-0.421, 3.512, -2.206], [0.509, 3.676, -2.761], [1.894, 1.427, -1.123], [0.209, 1.225, 1.648], [2.363, 0.197, 6.336], [1.443, 1.140, 6.798], [1.465, 1.933, 7.929], [0.354, 2.770, 8.141], [-0.717, 2.784, 7.226], [-0.712, 1.969, 6.081], [0.399, 1.140, 5.868], [0.712, 0.227, 4.857], [1.904, -0.337, 5.181], [2.566, -1.343, 4.379], [3.775, -1.965, 4.628], [4.142, -3.110, 3.382], [2.658, -2.708, 2.572], [1.935, -1.755, 3.195], [3.243, -0.051, 6.776], [2.321, 1.888, 8.600], [0.316, 3.416, 9.018], [-1.563, 3.446, 7.420], [-1.524, 1.952, 5.354], [4.401, -1.754, 5.485], [2.343, -3.224, 1.666]], "forces_ev_per_angstrom": [[-0.569, -0.529, -0.413], [-0.021, -0.761, 0.260], [-0.063, -0.175, 0.516], [0.356, -0.321, 0.042], [-0.553, 0.306, 0.280], [-0.454, 0.183, -0.326], [-0.023, 0.372, -0.324], [0.267, -0.086, -0.344], [0.302, 0.131, 0.251], [-0.034, 0.401, 0.124], [-0.233, 0.708, -0.114], [1.878, 1.734, -1.628], [-0.441, -0.021, -0.318], [-0.159, 0.628, 0.082], [-0.184, 0.253, 0.044], [-0.101, -0.279, 0.074], [-0.312, -0.064, 0.083], [-0.231, -0.213, 0.195], [-0.091, -0.361, 0.126], [0.094, 0.032, -0.123], [0.247, -0.229, 0.020], [0.534, 0.183, 0.017], [0.263, 0.162, -0.036], [0.270, -0.663, 0.327], [0.304, -0.214, 0.120], [0.277, -0.179, 0.118], [-0.056, 0.099, 0.177], [0.077, 0.033, 0.240], [-0.153, 0.215, 0.259], [-0.148, 0.246, 0.177], [0.034, -0.027, -0.062], [-0.136, 0.134, -0.154], [-0.103, 0.005, -0.435], [-0.054, -0.119, -0.417], [-0.194, 0.167, 0.606], [-2.530, -0.989, -0.340], [0.002, -0.344, 1.584], [0.285, -0.424, -0.078], [0.450, -0.325, -0.045], [0.060, 0.221, 0.097], [0.292, 0.053, 0.116], [0.265, -0.066, 0.013], [0.135, 0.331, -0.144], [-0.434, -0.118, 0.294], [-0.213, 0.095, -0.108], [-0.337, -0.007, -0.202], [-0.175, -0.122, -0.295], [-0.055, 0.603, 0.187], [0.053, 0.324, -0.376], [-0.022, 0.262, -0.208], [0.228, 0.007, 0.098], [0.286, 0.169, -0.038], [0.249, -0.197, -0.119], [0.201, -0.260, -0.117], [-0.030, 0.025, 0.163], [-0.082, -0.282, 0.143], [-0.457, -0.311, 0.088], [-0.307, 0.008, 0.132], [0.411, -0.317, -0.574], [0.128, 0.092, 0.142], [0.410, -0.256, 0.004], [0.222, -0.418, -0.255], [-0.506, 0.629, 0.424], [0.612, -0.533, -0.258], [0.075, -0.499, -0.600], [0.037, 0.170, 0.177], [0.242, -0.071, 0.086], [1.495, -1.003, -0.051], [-1.823, 1.921, 0.578], [0.974, -1.137, -0.954], [-1.047, 0.335, -0.474], [-1.218, 0.880, 0.121], [-0.178, 1.213, 1.601], [1.747, -1.539, -0.108], [-0.365, 0.190, -0.057], [-0.303, 0.160, 0.016], [0.065, -0.223, -0.276], [0.247, -0.259, -0.134], [0.123, 0.212, 0.289], [0.155, -0.300, -0.253], [0.045, 0.348, 0.271]]}

Record 2
{"formula": "C39H34ClN3SSi2Ta", "method": "wB97M-V/def2-TZVPD", "total_energy_ha": -3164.242548, "homo_ev": [-14.36, -14.37], "fmax_ev_per_a": 9.3, "multiplicity": 1, "orbital_gap_ha": [0.0844, 0.0846], "charge": 3, "species": ["C", "C", "C", "H", "C", "C", "H", "H", "H", "H", "Ta", "Si", "C", "C", "H", "C", "H", "C", "H", "C", "H", "C", "H", "C", "C", "H", "C", "H", "C", "H", "C", "H", "C", "H", "H", "Si", "C", "C", "H", "C", "H", "C", "H", "C", "H", "C", "H", "C", "C", "H", "C", "H", "C", "H", "C", "H", "C", "H", "H", "Cl", "N", "C", "C", "C", "C", "C", "C", "N", "C", "C", "C", "S", "C", "N", "H", "H", "H", "H", "H", "H", "H"], "coordinates": [[-1.003, 4.678, -0.630], [0.161, 3.845, -0.757], [-0.163, 2.770, -1.648], [1.145, 4.055, -0.342], [-1.530, 2.935, -2.074], [-2.033, 4.136, -1.475], [-2.983, 4.613, -1.714], [-1.030, 5.645, -0.139], [0.520, 2.019, -2.028], [-2.032, 2.334, -2.827], [-1.470, 2.661, 0.097], [1.959, -3.318, -1.063], [2.771, -4.472, 0.168], [2.035, -5.506, 0.773], [1.031, -5.749, 0.413], [2.575, -6.199, 1.862], [1.986, -6.973, 2.355], [3.862, -5.898, 2.324], [4.273, -6.425, 3.189], [4.619, -4.914, 1.675], [5.629, -4.685, 2.021], [4.083, -4.212, 0.592], [4.669, -3.439, 0.088], [1.000, -4.371, -2.259], [1.722, -5.311, -3.017], [2.809, -5.372, -2.914], [1.054, -6.169, -3.896], [1.622, -6.907, -4.465], [-0.334, -6.079, -4.044], [-0.854, -6.744, -4.735], [-1.053, -5.129, -3.310], [-2.134, -5.048, -3.432], [-0.393, -4.277, -2.419], [-0.961, -3.543, -1.840], [3.028, -2.628, -1.811], [0.729, -1.825, 0.392], [0.171, -0.906, -1.168], [1.058, -0.561, -2.209], [2.140, -0.580, -2.053], [0.576, -0.267, -3.491], [1.284, -0.035, -4.290], [-0.792, -0.286, -3.749], [-1.167, -0.087, -4.758], [-1.684, -0.547, -2.704], [-2.759, -0.567, -2.895], [-1.209, -0.801, -1.419], [-1.917, -0.954, -0.602], [2.162, -0.907, 1.179], [2.695, 0.271, 0.629], [2.234, 0.726, -0.249], [3.822, 0.865, 1.198], [4.222, 1.781, 0.757], [4.431, 0.294, 2.320], [5.318, 0.757, 2.757], [3.900, -0.876, 2.878], [4.371, -1.335, 3.748], [2.763, -1.465, 2.321], [2.353, -2.384, 2.752], [-0.353, -1.754, 1.384], [-0.202, 1.438, 1.650], [-4.305, 4.566, 2.636], [-3.246, 5.336, 3.140], [-3.235, 6.456, 3.952], [-2.001, 7.103, 4.131], [-0.834, 6.638, 3.500], [-0.860, 5.505, 2.675], [-2.097, 4.883, 2.505], [-2.471, 3.859, 1.623], [-3.809, 3.668, 1.739], [-4.477, 2.757, 0.846], [-5.810, 2.516, 0.606], [-6.006, 1.470, -0.770], [-4.297, 1.392, -0.977], [-3.612, 2.084, -0.037], [-5.286, 4.638, 2.894], [-4.160, 6.786, 4.421], [-1.936, 7.988, 4.766], [0.108, 7.167, 3.653], [0.018, 5.088, 2.176], [-6.610, 2.947, 1.194], [-3.802, 0.835, -1.769]], "forces_ev_per_angstrom": [[0.857, 0.892, -1.579], [0.514, 1.060, -2.110], [0.634, 1.599, -1.220], [-0.331, -0.271, 0.224], [0.722, 0.856, -1.331], [0.656, 0.870, -1.206], [0.139, -0.287, 0.403], [-0.142, -0.384, 0.244], [-0.159, -0.255, 0.381], [0.105, -0.050, 0.297], [-2.413, -4.911, 7.507], [0.737, -2.468, -0.013], [0.007, 0.590, -0.413], [0.013, -0.211, 0.778], [0.271, 0.073, 0.148], [-0.234, -0.037, -0.313], [0.217, 0.183, -0.174], [-0.204, 0.070, -0.103], [-0.151, 0.179, -0.323], [0.182, 0.277, -0.394], [-0.280, -0.144, -0.132], [0.156, -0.103, 0.724], [-0.109, -0.196, 0.249], [-0.812, 0.366, -0.174], [-0.206, -0.079, 0.044], [-0.312, -0.079, -0.043], [0.024, 0.196, 0.111], [-0.182, 0.240, 0.151], [0.112, 0.231, 0.196], [0.155, 0.189, 0.231], [-0.010, 0.091, 0.016], [0.309, -0.090, 0.021], [0.262, -0.406, -0.264], [0.079, -0.253, -0.175], [-0.088, 0.543, 0.337], [0.771, 2.020, -0.374], [0.325, 0.193, 0.561], [-0.102, -0.099, -0.807], [-0.429, -0.039, -0.039], [0.717, 0.097, 0.548], [-0.249, -0.078, 0.237], [-0.780, 0.025, 0.080], [0.155, -0.181, 0.368], [-0.022, 0.399, -0.441], [0.290, -0.061, -0.082], [-0.535, 0.320, -0.069], [0.098, -0.358, -0.195], [-0.009, -0.273, -0.032], [0.469, -0.039, 0.200], [0.157, -0.103, 0.211], [-0.208, 0.055, -0.028], [-0.026, -0.269, 0.179], [-0.158, -0.071, -0.114], [-0.260, -0.174, -0.152], [-0.250, -0.086, 0.059], [-0.130, 0.199, -0.242], [0.364, 0.148, -0.145], [0.217, 0.238, -0.064], [-0.333, -0.818, -0.119], [-0.770, 0.901, -1.145], [0.130, -1.107, -0.650], [-0.303, 0.088, -0.393], [0.365, 0.454, 0.517], [-0.688, -0.314, -0.039], [0.177, -0.652, -0.437], [-0.122, 0.254, 0.326], [0.170, -0.115, -0.547], [-0.547, -0.916, -0.597], [0.956, 1.984, 1.276], [-0.840, -1.021, -1.079], [1.237, -0.011, -0.079], [1.130, 0.461, 0.597], [-0.277, 0.900, 1.664], [-0.879, -0.183, -1.082], [0.307, 0.071, 0.057], [0.329, 0.149, 0.005], [-0.117, -0.293, -0.205], [-0.310, -0.172, -0.010], [-0.104, 0.343, 0.276], [-0.250, -0.258, -0.330], [-0.185, 0.108, 0.245]]}

Record 3
{"formula": "C39H34ClOP2S2SiW", "method": "wB97M-V/def2-TZVPD", "total_energy_ha": -3877.520224, "homo_ev": [-10.65, -10.75], "fmax_ev_per_a": 0.6, "s2": 2.02, "multiplicity": 3, "orbital_gap_ha": [0.2583, 0.2435], "de_lowest_kcal_mol": 21.7, "charge": 1, "species": ["W", "C", "Si", "C", "C", "C", "C", "C", "C", "P", "C", "C", "C", "C", "C", "C", "C", "C", "C", "C", "C", "C", "C", "C", "C", "C", "C", "C", "P", "C", "C", "C", "C", "C", "C", "C", "C", "C", "C", "C", "C", "H", "H", "H", "H", "H", "H", "H", "H", "H", "H", "H", "H", "H", "H", "H", "H", "H", "H", "H", "H", "H", "H", "H", "H", "H", "H", "H", "H", "H", "H", "H", "C", "O", "C", "S", "S", "H", "H", "H", "Cl"], "coordinates": [[0.994, 0.023, 0.678], [1.705, -1.817, -2.559], [0.325, -1.021, -1.586], [-0.400, 0.339, -2.658], [-1.044, 0.044, -3.867], [-1.498, 1.051, -4.698], [-1.315, 2.385, -4.339], [-0.688, 2.699, -3.149], [-0.238, 1.675, -2.312], [0.565, 2.078, -0.729], [2.012, 3.085, -1.146], [3.263, 2.491, -1.279], [4.350, 3.239, -1.709], [4.195, 4.582, -2.010], [2.948, 5.181, -1.886], [1.861, 4.438, -1.459], [-0.634, 3.214, 0.041], [-1.989, 3.025, -0.204], [-2.938, 3.800, 0.448], [-2.538, 4.775, 1.349], [-1.185, 4.977, 1.591], [-0.238, 4.201, 0.945], [-1.011, -2.306, -1.263], [-1.321, -3.327, -2.166], [-2.328, -4.241, -1.895], [-3.047, -4.158, -0.708], [-2.751, -3.166, 0.210], [-1.728, -2.259, -0.067], [-1.245, -1.004, 1.142], [-2.757, -0.584, 2.032], [-3.164, -1.262, 3.179], [-4.412, -1.008, 3.732], [-5.267, -0.092, 3.136], [-4.874, 0.571, 1.981], [-3.625, 0.326, 1.432], [-0.082, -1.810, 2.299], [0.059, -1.427, 3.649], [1.087, -1.928, 4.410], [2.020, -2.809, 3.852], [1.905, -3.188, 2.534], [0.857, -2.693, 1.754], [1.344, -2.083, -3.557], [2.090, -2.717, -2.077], [2.535, -1.120, -2.681], [-1.195, -0.989, -4.164], [-1.993, 0.807, -5.628], [-1.668, 3.175, -4.990], [-0.562, 3.737, -2.868], [3.403, 1.444, -1.049], [5.319, 2.768, -1.803], [5.045, 5.166, -2.341], [2.821, 6.230, -2.122], [0.897, 4.922, -1.364], [-2.311, 2.287, -0.930], [-3.990, 3.651, 0.240], [-3.278, 5.385, 1.851], [-0.864, 5.744, 2.284], [0.811, 4.365, 1.155], [-0.772, -3.412, -3.098], [-2.557, -5.020, -2.610], [-3.832, -4.872, -0.498], [-3.308, -3.103, 1.137], [-2.527, -2.005, 3.640], [-4.720, -1.539, 4.623], [-6.242, 0.097, 3.565], [-5.542, 1.277, 1.505], [-3.333, 0.839, 0.526], [-0.639, -0.728, 4.087], [1.179, -1.622, 5.444], [2.830, -3.189, 4.459], [2.618, -3.869, 2.090], [0.730, -3.061, 0.741], [-2.451, 2.032, 4.119], [-1.373, 1.778, 3.198], [-0.138, 1.820, 3.678], [0.321, 2.061, 5.208], [1.034, 1.649, 2.359], [-3.351, 1.947, 3.519], [-2.344, 3.030, 4.540], [-2.440, 1.298, 4.923], [3.162, -0.667, 0.373]], "forces_ev_per_angstrom": [[0.083, 0.381, 0.141], [0.061, -0.047, -0.076], [-0.121, 0.096, 0.159], [-0.086, -0.052, -0.164], [-0.005, 0.004, 0.012], [0.005, 0.050, 0.011], [-0.016, -0.034, -0.025], [0.019, 0.002, -0.007], [0.113, 0.061, 0.015], [-0.157, -0.238, -0.072], [-0.027, 0.097, -0.035], [0.051, -0.027, -0.002], [0.005, 0.015, 0.004], [-0.022, 0.010, 0.003], [0.021, -0.026, 0.001], [-0.017, 0.024, 0.002], [0.008, -0.038, 0.053], [-0.055, 0.031, -0.056], [-0.013, 0.015, 0.009], [0.010, -0.015, -0.004], [-0.022, -0.006, -0.013], [0.032, 0.008, 0.063], [0.001, -0.167, -0.106], [-0.028, 0.007, -0.005], [-0.001, 0.012, 0.010], [0.002, -0.010, -0.006], [0.005, -0.008, -0.010], [-0.162, 0.017, 0.028], [0.399, 0.028, 0.143], [-0.163, -0.041, -0.039], [0.018, -0.055, 0.022], [-0.036, 0.041, -0.004], [0.014, -0.025, -0.009], [-0.020, -0.049, -0.031], [-0.029, -0.016, -0.075], [-0.016, -0.025, -0.010], [-0.083, 0.081, -0.133], [0.097, -0.055, 0.032], [-0.047, 0.066, 0.072], [-0.043, 0.019, -0.106], [0.015, -0.192, -0.085], [0.030, -0.030, 0.009], [-0.013, 0.011, 0.016], [-0.012, 0.002, -0.014], [0.012, 0.000, 0.020], [-0.001, -0.004, 0.006], [0.008, 0.004, 0.006], [0.014, -0.007, -0.001], [-0.032, -0.009, 0.009], [-0.005, -0.005, 0.001], [-0.001, -0.004, 0.000], [0.004, -0.002, 0.000], [-0.001, -0.015, 0.011], [0.002, -0.016, 0.029], [0.003, -0.002, -0.007], [0.010, 0.006, 0.004], [-0.002, -0.001, 0.003], [0.003, -0.012, -0.039], [0.012, 0.007, 0.014], [0.006, 0.000, 0.003], [-0.002, 0.008, 0.003], [-0.002, -0.003, -0.007], [0.031, 0.010, -0.018], [0.008, -0.001, 0.000], [0.003, -0.001, -0.002], [0.001, 0.000, -0.002], [0.040, 0.006, 0.000], [-0.010, 0.030, 0.021], [0.005, -0.004, -0.002], [-0.004, -0.002, 0.001], [0.006, 0.001, 0.015], [0.012, 0.035, -0.011], [0.038, 0.010, -0.024], [0.001, 0.042, 0.136], [-0.192, -0.003, -0.525], [0.083, 0.022, 0.151], [0.197, -0.004, 0.433], [0.033, 0.041, 0.079], [0.003, 0.003, 0.003], [-0.008, 0.005, 0.003], [-0.069, -0.058, -0.028]]}

Question: multiplicity of number 1 (C39H34ClN3SScSi2)?
Answer: 1

Question: Among the records above, which one has the highest multiplicity?
Answer: C39H34ClOP2S2SiW